This record from the Open Molecules 2025 dataset describes an isolated molecule of C16H19NO3. The level of theory is ωB97M-V/def2-TZVPD.

## Properties
**Orbital gap**: 9.41 eV
**Net charge**: 0
**Electronic energy**: -24532.681 eV
**LUMO energy**: 0.819 eV
**HOMO level**: -8.59 eV

```
39
C16H19NO3 | the Open Molecules 2025 dataset | ωB97M-V/def2-TZVPD
H -1.78090 -1.74988 1.68344
C -3.46389 -1.02735 0.62629
O 3.47503 1.17651 0.95155
C -1.11183 -0.40669 0.28727
H 2.34533 1.70995 -1.43924
H 2.39744 -3.06136 1.83785
C -4.44204 -4.23870 -0.93250
H 4.06329 2.09967 -1.48992
C 2.05174 -2.09397 1.50493
C 2.76145 3.80549 -1.70177
H 3.45376 4.55044 -1.30244
O -4.74654 -3.08578 0.94419
H -3.16017 -2.66661 -1.86873
C 0.72331 -1.92253 1.14957
O -1.38661 0.39510 -0.58522
H 0.62555 3.47721 -1.75997
H -3.54477 -0.26362 -0.15253
C 1.18919 0.38363 0.62352
H 2.91296 3.75860 -2.78211
H -5.65818 -4.93484 0.79605
H 0.80398 1.32372 0.26260
H -4.49585 -5.01626 -1.66632
H 3.98115 3.09367 0.74452
H 0.04871 -2.76573 1.17723
C 3.09405 2.43478 -1.11374
C -5.03256 -4.22539 0.29198
H -4.04922 -0.72833 1.50161
N -2.05783 -1.09504 0.97028
H 3.97537 -1.16527 1.71059
C -3.96547 -2.34248 0.12814
H 1.10478 5.16222 -1.96024
C 2.52066 0.21312 0.98237
C 2.94054 -1.04196 1.43289
H 2.22949 2.82475 0.85014
H 1.16282 4.42025 -0.36751
C 1.32565 4.24037 -1.42725
C 3.16142 2.44859 0.41492
C -3.74339 -3.01145 -1.03995
C 0.29161 -0.67484 0.71752
```



This record from the Open Molecules 2025 dataset describes a structure of composition C16H20AlIN5O5S. The level of theory is ωB97M-V/def2-TZVPD.

## Properties
**Orbital gap**: 8.87 eV
**Net charge**: +1
**Electronic energy**: -60138.833 eV
**LUMO energy**: -2.801 eV
**HOMO level**: -11.67 eV

```
49
C16H20AlIN5O5S | the Open Molecules 2025 dataset | ωB97M-V/def2-TZVPD
H 6.38593 -1.27430 1.12612
C 5.50988 -1.12514 0.51383
C -1.80243 0.35908 -0.98815
H -0.03319 2.15297 -1.38500
C -1.12568 1.74350 4.24458
H -3.71023 -0.71829 1.12897
H -3.39830 -2.18269 0.19051
C -0.71803 2.41672 2.17890
N 3.33742 -0.72522 -1.05963
C -3.49723 -0.17644 -3.09043
O 1.94550 -2.95044 2.91462
H 5.79531 -2.92714 -0.64902
H -2.04655 -1.30987 0.93352
C -1.30796 2.80967 3.37779
H 3.82122 -2.45509 -2.09675
N -2.87214 -0.41059 -0.76615
H -0.12905 -0.10322 3.85714
C 1.45935 -2.25138 2.07320
H -4.50825 -1.37835 -1.60971
C 5.20376 -2.03936 -0.49881
H -3.43079 1.98091 -2.92472
H 0.02920 1.67616 -3.09431
N -1.72368 1.12891 -2.07534
H -4.71957 0.36356 -1.38492
N -0.47322 0.80454 3.56056
O -0.84532 0.37614 -0.13978
I -2.29499 4.59810 3.79566
H -1.42429 1.63714 5.26826
C 4.67894 -0.05055 0.74919
O 2.41160 -3.23182 0.06146
C -3.01086 -1.19578 0.43902
C -4.00411 -0.41323 -1.67770
C 3.51318 0.10044 -0.00483
C -2.74940 1.14244 -3.10466
C 1.65119 -2.43940 0.55635
N -0.22256 1.19337 2.31230
Al 0.46747 -0.11270 0.89176
H -0.61829 2.96988 1.26768
C 4.10620 -1.80210 -1.28729
H -4.32157 -0.15619 -3.79986
C -0.61963 2.03762 -2.29334
S 2.29836 1.27046 0.36207
O 0.75513 -1.15813 2.31220
H 2.47631 -0.61248 -1.59073
H -1.01956 3.00676 -2.58864
O 0.97775 -1.53236 -0.11395
H -2.80775 -0.97531 -3.36931
H -2.25958 1.29052 -4.06926
H 4.87054 0.64870 1.54665
```



This record from the Open Molecules 2025 dataset describes a structure of composition C16H20AlN3O. The level of theory is ωB97M-V/def2-TZVPD.

## Properties
**Orbital gap**: 7.16 eV
**Net charge**: 0
**Electronic energy**: -30031.950 eV
**LUMO energy**: -0.239 eV
**HOMO level**: -7.40 eV

```
41
C16H20AlN3O | the Open Molecules 2025 dataset | ωB97M-V/def2-TZVPD
C -2.68818 1.79556 -1.23206
C -2.54089 -0.54570 -0.61298
C 3.56763 1.47957 1.53656
O 0.00399 2.44142 -0.90225
H 4.34928 1.63662 0.80472
H -2.29176 -0.78056 -1.65012
H 0.85050 0.73391 4.11504
H -2.22820 1.68045 -2.20969
C 2.69118 1.77368 -1.24006
N -2.07994 0.83114 -0.30413
C 2.54137 -0.55911 -0.59116
H -3.04924 1.34694 4.86091
H 3.02776 1.44069 4.85670
H 2.04092 -1.26007 0.07912
C 2.30684 1.10630 1.10560
C 3.84116 1.64644 2.88390
H 3.62087 -0.65473 -0.44712
N -0.00086 0.53367 1.47959
H -3.62083 -0.64426 -0.47367
C -1.58861 0.93268 3.36468
H -0.86634 0.66042 4.11112
H 2.23322 1.64747 -2.21734
C 1.57555 0.98558 3.36448
C -2.31185 1.09648 1.10590
C -2.85132 1.30487 3.79746
H 2.48271 2.78181 -0.90286
N 2.07893 0.82149 -0.30158
C -1.25108 0.88799 2.00461
C 2.83518 1.37253 3.79361
H -2.04231 -1.25547 0.04952
C 1.24409 0.90709 2.00457
H -4.84124 1.88928 3.21933
C -3.85411 1.59628 2.88940
H -4.35564 1.62422 0.80873
H -3.76543 1.61441 -1.31091
C -3.57546 1.45721 1.53997
H 2.29561 -0.80765 -1.62591
H 3.76808 1.58924 -1.31446
H 4.82587 1.95006 3.21139
Al 0.00153 0.89655 -0.37435
H -2.47869 2.79922 -0.88238
```



This record from the Open Molecules 2025 dataset describes a structure of composition C16H20AuNOSe. The level of theory is ωB97M-V/def2-TZVPD.

## Properties
**<S²>**: 2.01
**Orbital gap (alpha / beta)**: 4.52 / 4.37 eV
**Net charge**: -2
**Electronic energy**: -89482.220 eV
**LUMO energy (alpha / beta)**: 4.935 / 4.936 eV
**HOMO level (alpha / beta)**: 0.41 / 0.57 eV
**Multiplicity**: 3

```
40
C16H20AuNOSe | the Open Molecules 2025 dataset | ωB97M-V/def2-TZVPD
H -0.78995 -1.51616 -4.33604
C -0.78031 0.28357 -3.19564
H -2.63155 1.25426 -2.91746
H 0.96583 1.48736 -1.34420
H 0.93429 1.28028 -4.02624
Au 0.09546 0.07557 1.32333
C -0.29234 -1.08065 -3.44998
H -2.80228 1.16034 -0.47862
C 0.73138 -1.85478 2.90632
H 0.78766 -1.10054 -3.65820
H -2.58381 -0.45205 -2.37754
C 1.24519 1.37412 -0.28897
H 0.14263 3.08934 0.72849
C -1.19987 -2.05376 1.58095
C -0.04620 -2.33830 0.77021
H -1.47443 -1.54364 3.71713
H -0.49843 -1.74347 -2.59824
H 2.19363 -2.27787 1.24170
Se 0.00193 0.03585 6.33072
N -0.07105 0.45573 3.40843
C -1.82191 1.00345 -0.98132
C 1.14467 -2.13592 1.55804
O -1.26061 -0.13965 -0.44200
H 2.65177 -0.39711 -0.36023
C 2.17442 0.40016 0.22803
C 1.49581 1.77910 2.00468
C 0.82238 2.23056 0.80270
H -0.26960 2.37354 -3.29601
H -0.58142 1.61401 -4.86293
H 1.37341 2.20996 3.00651
C 2.33418 0.64859 1.64641
C 0.02568 0.23364 4.63720
H 2.96643 0.08288 2.33472
C -2.02151 0.49283 -2.43645
H -2.26578 -2.17266 1.30246
C -0.14245 1.43823 -3.86306
H -0.06447 -2.75636 -0.24752
H 1.47618 -1.56607 3.67855
H -1.21506 1.95430 -0.96529
C -0.74993 -1.82864 2.91936
```



| no. | maximum force (eV/Å) |
| --- | --- |
| 1 | 0.9 |
| 2 | 1.3 |
| 3 | 2.6 |
| 4 | 10.7 |